No. 1
# C29H28AsF6GeNO8PSTi

A molecular structure, C29H28AsF6GeNO8PSTi at a distorted geometry (ωB97M-V/def2-TZVPD, OMol25).

Calculated values
2S+1: 4
Total energy in eV: -225302.208
Total charge: -2

Positions of all 77 atoms, in Å:
Ti 0.445 0.344 1.868
O -5.409 1.707 1.511
C -4.052 1.465 1.558
C -3.242 1.681 0.446
C -1.882 1.351 0.548
N -1.407 0.793 1.690
C -2.124 0.817 2.833
C -3.490 1.103 2.790
C -1.159 0.838 3.974
O -1.473 0.738 5.151
O 0.053 1.074 3.532
C -0.740 1.720 -0.280
O -0.784 2.316 -1.357
O 0.383 1.383 0.336
H -5.633 1.929 0.600
H -3.630 2.093 -0.475
H -4.102 1.084 3.676
O 1.786 -1.207 1.178
S 1.019 -2.194 1.976
O 1.773 -2.916 2.961
O -0.158 -1.420 2.471
C 0.269 -3.404 0.916
C 0.325 -4.740 1.247
C -0.405 -5.669 0.521
C -1.186 -5.224 -0.558
C -1.233 -3.893 -0.895
C -0.527 -2.935 -0.147
P -0.357 -1.174 -0.582
C 0.642 -1.657 -2.055
C 0.089 -2.043 -3.282
C 0.880 -2.572 -4.281
C 2.243 -2.729 -4.086
C 2.808 -2.337 -2.878
C 2.021 -1.810 -1.877
C -1.998 -0.854 -1.330
C -3.144 -1.348 -0.705
C -4.394 -1.075 -1.225
C -4.526 -0.279 -2.354
C -3.396 0.263 -2.948
C -2.142 -0.024 -2.445
H 0.940 -5.031 2.084
H -0.375 -6.718 0.774
H -1.757 -5.945 -1.130
H -1.836 -3.573 -1.736
H -0.970 -1.928 -3.455
H 0.425 -2.868 -5.219
H 2.861 -3.134 -4.875
H 3.870 -2.456 -2.717
H 2.469 -1.526 -0.935
H -3.034 -1.941 0.195
H -5.277 -1.486 -0.751
H -5.508 -0.053 -2.749
H -3.499 0.916 -3.803
H -1.258 0.421 -2.882
F 2.258 1.295 1.896
As 3.155 0.743 3.276
F 2.448 1.957 4.323
F 4.414 2.020 2.891
F 4.223 0.287 4.686
F 4.137 -0.313 2.268
F 2.039 -0.457 3.752
C 1.519 3.930 1.560
Ge 2.279 3.393 -0.235
C 1.464 4.593 -1.623
C 4.188 4.008 -0.113
C 2.384 1.631 -1.001
H 1.323 5.003 1.578
H 2.246 3.699 2.342
H 0.592 3.393 1.779
H 1.930 4.407 -2.585
H 1.599 5.642 -1.380
H 0.406 4.381 -1.714
H 4.259 5.050 0.188
H 4.678 3.908 -1.079
H 4.724 3.400 0.609
H 2.834 0.817 -0.454
H 1.712 1.340 -1.790

Cartesian forces (eV/Å) of the 6 atoms listed first:
1.2294 -0.1377 -0.9909
-0.1419 -0.0151 0.0952
0.5153 0.3129 -1.6851
-0.2637 -0.2625 0.7791
0.0972 0.5755 -0.4884
-2.3999 0.0603 0.5051

Results of the natural (NBO) charge analysis, in e, for atoms 1 through 5:
1. Ti 1.310
2. O -0.692
3. C 0.277
4. C -0.287
5. C 0.005

=====

No. 2
# C29H28Br2LuN2O10P3S

A molecular structure, C29H28Br2LuN2O10P3S at a distorted geometry (ωB97M-V/def2-TZVPD, OMol25).

Calculated values
2S+1: 1
Energy relative to the best compared isomer or geometry (same formula, charge and spin) in eV: 0.2639

Positions of all 76 atoms, in Å:
Lu -0.598 0.034 -0.786
O -0.389 -4.075 -1.862
C -0.259 -3.074 -1.187
O -0.418 -1.858 -1.660
C 0.325 -3.121 0.228
P 1.415 -1.705 0.495
C 2.977 -2.257 -0.278
C 3.928 -3.048 0.297
C 5.058 -3.411 -0.464
C 5.176 -2.971 -1.768
C 4.298 -2.063 -2.332
C 3.182 -1.692 -1.572
C 1.823 -1.662 2.240
C 1.189 -2.395 3.249
C 1.640 -2.296 4.576
C 2.708 -1.484 4.915
C 3.325 -0.728 3.914
C 2.886 -0.837 2.602
H 0.871 -4.087 0.256
H -0.553 -3.137 0.945
H 3.830 -3.357 1.344
H 5.872 -3.915 -0.066
H 6.030 -3.245 -2.329
H 4.555 -1.695 -3.322
H 2.567 -0.870 -1.932
H 0.321 -3.023 3.050
H 1.122 -2.841 5.342
H 3.089 -1.400 5.947
H 4.128 -0.017 4.198
H 3.281 -0.191 1.819
C -1.720 2.456 -3.536
C -1.464 3.253 -2.281
C -1.698 4.628 -2.242
C -1.559 5.332 -1.088
C -1.083 4.630 0.054
C -0.863 5.211 1.314
Br -1.326 6.976 1.690
C -0.262 4.523 2.295
C 0.157 3.205 2.107
Br 1.025 2.228 3.462
C -0.059 2.529 0.948
O 0.298 1.295 0.693
C -0.703 3.278 -0.094
N -0.924 2.594 -1.268
H -1.228 2.969 -4.376
H -2.801 2.356 -3.719
H -1.337 1.473 -3.448
H -2.053 5.154 -3.124
H -1.702 6.437 -0.985
H -0.032 5.033 3.188
C -3.622 -2.633 -0.043
C -4.045 -1.547 0.887
O -4.967 -2.117 1.868
P -2.653 -0.789 1.886
O -2.612 -1.566 3.245
O -3.149 0.629 2.283
O -1.382 -0.802 1.156
P -4.170 0.503 -1.109
O -3.904 1.854 -0.137
O -4.748 -0.512 0.251
O -2.735 0.020 -1.254
H -3.404 -3.589 0.413
H -2.833 -2.315 -0.676
H -4.498 -2.892 -0.662
H -5.737 -1.511 1.979
H -3.451 -1.970 3.356
H -3.389 1.231 1.600
H -4.712 2.404 -0.115
S 1.688 0.160 -5.226
C 2.200 1.517 -4.346
C 1.658 1.462 -3.101
N 0.794 0.425 -2.834
C 0.746 -0.344 -3.900
H 2.827 2.332 -4.723
H 1.886 2.166 -2.316
H 0.166 -1.254 -3.929

Cartesian forces (eV/Å) of the 6 atoms listed first:
-0.0781 0.9132 0.1993
-0.3456 0.0340 0.4652
1.0045 0.4020 -1.0146
-0.4703 -0.8160 -0.0202
-0.8979 -1.7179 0.4094
-0.0135 0.6290 -0.2121

Results of the Löwdin charge analysis, in e, for atoms 1 through 5:
1. Lu 1.613
2. O 0.059
3. C -0.691
4. O -0.305
5. C -0.253

=====

No. 3
# C29H28Br2N7O2Tl

A molecular structure, C29H28Br2N7O2Tl (ωB97M-V/def2-TZVPD, OMol25).

Calculated values
2S+1: 1
Total energy in eV: -189820.863
Total charge: +2

Positions of all 69 atoms, in Å:
Tl 0.704 0.023 0.214
C 0.341 -2.742 -1.772
N -0.479 -2.037 -0.794
C -1.160 -2.831 0.222
C -0.988 -2.216 1.577
N -0.482 -1.016 1.793
C -0.528 -0.795 3.159
C -0.184 0.312 3.926
C -0.407 0.229 5.286
C -0.921 -0.929 5.880
C -1.255 -2.041 5.132
C -1.074 -1.946 3.760
N -1.341 -2.819 2.723
C 1.598 -1.977 -2.051
N 1.884 -0.799 -1.527
C 3.135 -0.442 -1.996
C 3.905 0.694 -1.779
C 5.128 0.757 -2.419
C 5.588 -0.281 -3.239
C 4.832 -1.416 -3.461
C 3.595 -1.476 -2.837
N 2.591 -2.425 -2.838
H -0.186 -2.907 -2.721
H 0.613 -3.731 -1.387
H -1.141 -1.420 -1.259
H -0.764 -3.850 0.244
H -2.238 -2.910 0.027
H 0.221 1.199 3.464
H -0.188 1.081 5.910
H -1.067 -0.949 6.948
H -1.658 -2.934 5.581
H -1.769 -3.728 2.824
H 3.552 1.489 -1.143
H 5.749 1.630 -2.289
H 6.555 -0.189 -3.712
H 5.175 -2.214 -4.099
H 2.607 -3.294 -3.354
C 2.892 -2.483 1.463
C 3.261 -1.134 1.987
C 4.328 -0.987 2.894
C 4.666 0.260 3.352
C 3.963 1.393 2.902
C 4.246 2.723 3.288
Br 5.654 3.085 4.514
C 3.506 3.767 2.787
C 2.462 3.531 1.891
Br 1.462 4.976 1.195
C 2.117 2.246 1.480
O 1.124 2.044 0.639
C 2.892 1.168 1.996
N 2.576 -0.084 1.582
H 2.710 -3.167 2.291
H 3.718 -2.889 0.877
H 2.005 -2.435 0.832
H 4.873 -1.860 3.219
H 5.476 0.397 4.053
H 3.728 4.778 3.095
C -2.157 3.245 -3.274
N -1.342 2.501 -2.341
C -0.023 3.048 -2.126
C -1.779 1.435 -1.727
O -1.160 0.664 -0.960
H -1.630 3.342 -4.223
H -2.345 4.251 -2.895
H -3.105 2.748 -3.461
H -0.109 4.099 -1.846
H 0.567 2.979 -3.041
H 0.474 2.519 -1.316
H -2.824 1.176 -1.947

Cartesian forces (eV/Å) of the 6 atoms listed first:
0.2402 -0.2484 0.0373
-0.0363 -0.2319 -0.0738
-0.1724 0.0627 -0.1304
-0.0876 -0.1984 -0.0032
0.2415 0.1534 0.0250
-0.2965 -0.4872 -0.4178

Results of the Löwdin charge analysis, in e, for atoms 1 through 5:
1. Tl 1.110
2. C -0.089
3. N -0.083
4. C -0.083
5. C -0.273